Entry 1:
{"formula": "C10H12N3O", "method": "ωB97M-V/def2-TZVPD", "total_energy_ev": -17068.0265, "largest_force_ev_per_a": 6.8, "total_charge": 1, "de_lowest_ev": 2.144, "spin_multiplicity": 3, "e_homo_ev": [-8.676, -11.973], "symbols": ["C", "C", "C", "C", "C", "C", "C", "C", "C", "C", "N", "N", "N", "O", "H", "H", "H", "H", "H", "H", "H", "H", "H", "H", "H", "H"], "positions_angstrom": [[3.149, -1.690, 0.226], [2.224, -1.747, 1.246], [3.218, -0.743, -0.746], [1.156, -0.880, 1.137], [2.261, 0.224, -0.755], [-3.286, -1.511, 1.161], [1.260, 0.054, 0.188], [-2.222, -0.167, -0.130], [-1.152, 2.822, -0.758], [0.145, 1.051, 0.250], [-3.711, -1.766, -0.036], [-2.980, -0.872, -0.824], [0.047, 1.971, -0.625], [-2.322, -0.578, 1.187], [3.956, -2.426, 0.065], [2.278, -2.462, 2.018], [4.046, -0.569, -1.377], [0.232, -0.973, 1.648], [2.448, 1.165, -1.226], [-3.667, -2.031, 1.945], [-1.442, 3.177, 0.184], [-0.968, 3.671, -1.484], [-1.954, 2.109, -1.236], [-0.558, 1.048, 1.096], [-2.966, -0.982, -1.883], [0.810, 2.104, -1.275]], "lowdin_charge": [-0.071, -0.026, -0.067, -0.053, -0.025, -0.090, -0.210, 0.029, -0.035, -0.156, 0.166, 0.083, -0.074, 0.088, 0.129, 0.105, 0.112, 0.101, 0.110, 0.129, 0.064, 0.114, 0.097, 0.124, 0.231, 0.126]}

---

Entry 2:
{"formula": "C10H12N4O4", "method": "ωB97M-V/def2-TZVPD", "total_energy_ev": -24711.5054, "largest_force_ev_per_a": 1.3, "smiles": "N#Cc1cc([N+](=O)[O-])cnc1N(CCO)CCO", "total_charge": 0, "de_lowest_ev": 0.000, "e_homo_ev": -9.003, "symbols": ["N", "C", "C", "C", "C", "N", "O", "O", "C", "N", "C", "N", "C", "C", "O", "C", "C", "O", "H", "H", "H", "H", "H", "H", "H", "H", "H", "H", "H", "H"], "positions_angstrom": [[0.216, 3.576, 0.138], [-0.080, 2.468, 0.203], [-0.561, 1.142, 0.232], [-1.920, 0.994, -0.001], [-2.482, -0.279, -0.023], [-3.877, -0.459, -0.261], [-4.554, 0.537, -0.425], [-4.300, -1.598, -0.284], [-1.639, -1.374, 0.184], [-0.359, -1.250, 0.403], [0.226, -0.036, 0.450], [1.537, -0.047, 0.737], [2.351, 1.146, 0.765], [2.735, 1.671, -0.626], [3.866, 0.957, -1.070], [2.198, -1.327, 0.890], [2.621, -1.931, -0.463], [3.199, -3.198, -0.305], [-2.546, 1.859, -0.169], [-2.034, -2.380, 0.166], [1.833, 1.929, 1.322], [3.280, 0.909, 1.285], [1.898, 1.543, -1.326], [2.955, 2.742, -0.546], [4.162, 1.316, -1.913], [1.505, -2.012, 1.385], [3.082, -1.195, 1.515], [3.386, -1.303, -0.923], [1.742, -1.975, -1.121], [2.537, -3.805, 0.045]], "lowdin_charge": [0.194, -0.225, -0.116, 0.082, -0.133, -0.374, 0.082, 0.080, -0.028, 0.137, -0.213, -0.048, -0.124, -0.238, -0.065, -0.130, -0.248, -0.051, 0.139, 0.130, 0.113, 0.135, 0.120, 0.121, 0.098, 0.117, 0.131, 0.106, 0.119, 0.091]}

---

Entry 3:
{"formula": "C10H12NO4", "method": "ωB97M-V/def2-TZVPD", "total_energy_ev": -20244.6443, "largest_force_ev_per_a": 3.8, "smiles": "CC1=C(C(=O)[O-])[C@](C)(C(=O)O)N(C)C=C1", "total_charge": -1, "de_lowest_ev": 0.000, "e_homo_ev": -4.408, "symbols": ["C", "C", "C", "C", "O", "O", "C", "C", "C", "O", "O", "N", "C", "C", "C", "H", "H", "H", "H", "H", "H", "H", "H", "H", "H", "H", "H"], "positions_angstrom": [[0.622, 2.088, -2.378], [0.255, 0.931, -1.413], [1.077, 0.150, -0.798], [2.537, 0.532, -0.494], [2.575, 1.275, 0.507], [3.440, 0.110, -1.215], [0.392, -1.079, -0.048], [1.356, -1.929, 0.822], [-0.094, -2.084, -1.087], [0.286, -2.249, -2.204], [-0.950, -3.022, -0.574], [-0.815, -0.618, 0.688], [-0.546, 0.138, 1.932], [-1.703, 0.033, -0.189], [-1.192, 0.726, -1.218], [0.413, 3.126, -1.812], [0.073, 1.999, -3.390], [1.706, 1.984, -2.599], [2.375, -1.391, 1.017], [1.596, -2.980, 0.407], [0.779, -2.150, 1.800], [-1.279, -2.620, 0.243], [-1.075, 1.103, 1.995], [-0.957, -0.409, 2.836], [0.593, 0.420, 1.894], [-2.856, 0.104, -0.023], [-1.746, 1.180, -1.998]], "lowdin_charge": [-0.045, -0.263, -0.041, -0.752, -0.040, -0.018, -0.339, 0.000, -0.502, 0.140, 0.076, -0.161, -0.061, -0.138, -0.044, 0.115, 0.087, 0.070, 0.116, 0.111, 0.099, 0.088, 0.075, 0.082, 0.123, 0.136, 0.085]}

---

Entry 4:
{"formula": "C10H12O", "method": "ωB97M-V/def2-TZVPD", "total_energy_ev": -12609.2556, "largest_force_ev_per_a": 2.1, "smiles": "C=C/C=C\\C=C/C(=O)/C=C\\C", "total_charge": 0, "de_lowest_ev": 2.820, "e_homo_ev": -8.759, "symbols": ["C", "C", "C", "C", "C", "C", "C", "O", "C", "C", "C", "H", "H", "H", "H", "H", "H", "H", "H", "H", "H", "H", "H"], "positions_angstrom": [[-2.436, 1.223, 1.082], [-1.304, 1.769, 0.642], [0.050, 1.575, 1.200], [0.677, 0.446, 1.523], [0.182, -0.919, 1.436], [-0.477, -1.587, 0.491], [-1.003, -1.037, -0.849], [-2.139, -1.361, -1.136], [-0.146, -0.158, -1.709], [1.155, -0.158, -1.890], [2.269, -0.926, -1.268], [-3.422, 1.442, 0.634], [-2.485, 0.477, 1.851], [-1.355, 2.524, -0.125], [0.680, 2.453, 1.271], [1.676, 0.564, 1.960], [0.417, -1.503, 2.357], [-0.823, -2.589, 0.701], [-0.769, 0.520, -2.319], [1.540, 0.617, -2.576], [1.905, -1.735, -0.577], [2.885, -0.222, -0.670], [2.924, -1.415, -2.028]], "lowdin_charge": [0.022, -0.181, -0.104, -0.121, -0.117, -0.031, -0.382, 0.070, -0.060, -0.155, -0.097, 0.075, 0.064, 0.095, 0.101, 0.109, 0.120, 0.109, 0.123, 0.113, 0.077, 0.085, 0.086]}

---

Entry 5:
{"formula": "C10H12OSi", "method": "ωB97M-V/def2-TZVPD", "total_energy_ev": -20486.2513, "largest_force_ev_per_a": 5.9, "smiles": "O=[SiH]c1ccccc1.C=C=CC", "total_charge": 0, "de_lowest_ev": 2.592, "e_homo_ev": -9.053, "symbols": ["O", "Si", "C", "C", "C", "C", "C", "C", "H", "H", "H", "H", "H", "H", "C", "C", "C", "C", "H", "H", "H", "H", "H", "H"], "positions_angstrom": [[0.424, -3.285, -0.678], [1.325, -2.534, 0.270], [1.967, -0.741, 0.096], [2.307, -0.049, 1.253], [2.750, 1.244, 1.122], [2.849, 1.858, -0.103], [2.550, 1.179, -1.233], [2.170, -0.121, -1.152], [1.518, -3.184, 1.522], [2.319, -0.498, 2.210], [2.640, 1.828, 2.015], [2.900, 2.950, -0.128], [2.538, 1.693, -2.165], [2.033, -0.793, -1.983], [-2.089, 1.797, -0.875], [-2.023, 0.639, -0.257], [-1.917, -0.616, 0.169], [-2.904, -1.776, 0.174], [-2.189, 2.699, -0.503], [-1.998, 1.727, -1.954], [-0.903, -0.688, 0.419], [-3.805, -1.383, -0.043], [-2.861, -2.510, 0.885], [-2.492, -2.347, -0.749]], "lowdin_charge": [-0.382, 0.672, -0.294, -0.120, -0.087, -0.083, -0.094, -0.087, -0.037, 0.089, 0.105, 0.119, 0.106, 0.106, 0.010, -0.089, -0.152, -0.053, -0.012, 0.062, 0.036, 0.030, 0.037, 0.117]}

---

Entry 6:
{"formula": "C10H13Br2MoNO4PS2", "method": "ωB97M-V/def2-TZVPD", "total_energy_ev": -193165.4670, "largest_force_ev_per_a": 2.8, "total_charge": 0, "spin_multiplicity": 2, "e_homo_ev": [-7.740, -7.392], "symbols": ["Mo", "C", "C", "O", "P", "S", "S", "O", "C", "C", "H", "H", "H", "H", "H", "H", "H", "H", "H", "H", "Br", "C", "C", "C", "C", "C", "N", "C", "O", "O", "H", "H", "H", "Br"], "positions_angstrom": [[1.523, -0.054, -0.677], [-4.121, -0.081, -2.611], [-2.823, 0.695, -2.577], [-2.619, 1.204, -1.244], [-1.211, 1.009, -0.516], [0.234, 1.891, -1.625], [-0.822, -0.918, -0.128], [-1.465, 1.726, 0.859], [-1.901, 3.106, 0.918], [-1.117, 3.812, 1.998], [-4.297, -0.457, -3.620], [-4.952, 0.563, -2.324], [-4.073, -0.922, -1.920], [-2.850, 1.552, -3.250], [-1.983, 0.060, -2.864], [-2.968, 3.089, 1.137], [-1.750, 3.580, -0.053], [-1.286, 3.337, 2.964], [-1.438, 4.853, 2.053], [-0.051, 3.776, 1.776], [1.878, -2.910, -2.266], [2.511, -2.900, -0.480], [3.087, -4.009, 0.101], [3.476, -3.922, 1.431], [3.250, -2.738, 2.116], [2.670, -1.681, 1.451], [2.316, -1.743, 0.152], [2.317, -0.359, 2.090], [2.558, -0.134, 3.247], [1.706, 0.452, 1.255], [3.216, -4.912, -0.477], [3.936, -4.770, 1.918], [3.508, -2.600, 3.157], [3.544, 0.404, -1.989]], "lowdin_charge": [0.725, -0.070, -0.306, -0.329, -0.124, 0.262, 0.337, -0.324, -0.273, -0.064, 0.080, 0.079, 0.078, 0.120, 0.089, 0.122, 0.099, 0.082, 0.081, 0.083, 0.751, -0.712, -0.081, -0.032, 0.022, -0.168, -0.179, -0.545, 0.126, -0.224, 0.110, 0.116, 0.130, -0.063]}

---

Entry 7:
{"formula": "C10H13BrN4", "method": "ωB97M-V/def2-TZVPD", "total_energy_ev": -86578.0061, "largest_force_ev_per_a": 4.3, "total_charge": 0, "de_lowest_ev": 1.420, "e_homo_ev": [-8.027, -7.746], "symbols": ["C", "C", "C", "C", "C", "C", "C", "C", "C", "C", "N", "N", "N", "N", "Br", "H", "H", "H", "H", "H", "H", "H", "H", "H", "H", "H", "H", "H"], "positions_angstrom": [[-0.049, -0.565, 0.097], [1.056, -0.746, 0.835], [-0.532, 0.729, 0.001], [1.075, 1.388, 1.528], [-0.748, 2.212, -2.358], [-0.686, -1.714, -0.619], [-2.644, -0.086, -0.648], [1.455, -2.199, 1.263], [1.594, 2.513, 2.414], [0.104, -2.171, -1.814], [1.614, 0.236, 1.519], [0.007, 1.690, 0.706], [-1.781, 1.617, -1.879], [-1.738, 0.979, -0.706], [-3.495, -0.251, 1.093], [-0.888, 2.846, -3.178], [0.191, 1.784, -2.142], [-1.390, -2.331, -0.252], [-3.371, -0.225, -1.459], [2.551, -2.228, 1.072], [1.447, -2.347, 2.322], [0.787, -2.858, 0.739], [1.953, 2.081, 3.365], [2.225, 3.310, 2.094], [0.573, 2.998, 2.589], [-0.121, -1.265, -2.682], [-0.380, -3.103, -2.173], [1.191, -2.294, -1.728]], "lowdin_charge": [-0.167, -0.244, -0.293, -0.364, -0.001, -0.113, -0.505, 0.012, -0.015, -0.091, 0.161, 0.206, 0.007, -0.199, 0.636, 0.048, 0.058, 0.048, 0.065, 0.094, 0.070, 0.057, 0.079, 0.058, 0.096, 0.152, 0.072, 0.073]}

---

Entry 8:
{"formula": "C10H13BrO2S", "method": "ωB97M-V/def2-TZVPD", "total_energy_ev": -95551.1738, "largest_force_ev_per_a": 4.1, "total_charge": 0, "de_lowest_ev": 0.000, "e_homo_ev": -8.800, "symbols": ["C", "C", "C", "C", "C", "C", "C", "C", "C", "C", "O", "O", "S", "Br", "H", "H", "H", "H", "H", "H", "H", "H", "H", "H", "H", "H", "H"], "positions_angstrom": [[0.496, -1.110, -1.344], [2.088, 0.390, 0.063], [-1.005, -1.306, -1.306], [-1.536, 1.009, -0.865], [0.009, 1.238, -1.224], [-1.578, -0.339, -0.195], [0.681, 0.138, -0.365], [-0.362, -0.220, 0.762], [-0.533, 0.808, 1.761], [-0.016, -1.567, 1.441], [1.320, -1.648, -1.964], [4.106, 1.967, 0.464], [2.784, 1.897, -0.122], [3.213, -1.123, 0.517], [-1.318, -0.934, -2.305], [-1.361, -2.333, -1.178], [-1.941, 1.862, -0.345], [-2.056, 0.836, -1.829], [0.173, 0.962, -2.251], [0.315, 2.215, -0.964], [-2.515, -0.692, 0.099], [0.234, 0.721, 2.450], [-1.488, 0.947, 2.267], [-0.288, 1.782, 1.352], [1.050, -1.269, 1.802], [0.012, -2.564, 0.872], [-0.484, -1.667, 2.408]], "lowdin_charge": [-0.403, -0.794, -0.046, -0.123, -0.084, -0.212, -0.420, -0.483, -0.039, -0.031, 0.136, -0.563, 0.920, 0.812, 0.133, 0.130, 0.108, 0.114, 0.122, 0.072, 0.132, 0.072, 0.115, 0.094, 0.043, 0.122, 0.075]}